1.
C18H19Cl3N2O2 as an isolated structure. Source: OMol25; level of theory: ωB97M-V/def2-TZVPD.

Each line ends with the natural charge from an NBO analysis.
Geometry (Å):
1 Cl 0.10432 3.05421 -1.52690  -0.150
2 Cl -0.08362 3.84597 1.61710  -0.005
3 Cl 2.61236 3.59335 0.10644  -0.005
4 O 3.96586 -2.39008 0.13026  -0.552
5 O -0.48213 -0.16975 -0.92622  -0.567
6 N -0.08118 0.90238 0.99395  -0.691
7 N 1.87922 0.58146 -0.02320  -0.674
8 C -3.33823 0.85993 -1.49356  -0.214
9 C -4.78526 -0.35540 0.09592  -0.042
10 C -2.57047 -0.83586 1.89852  -0.187
11 C -2.30138 -0.04432 0.52402  -0.145
12 C 1.10584 1.21392 0.65237  0.239
13 C -4.53434 0.81805 -2.27533  -0.162
14 C -4.85471 -0.83066 1.43766  -0.111
15 C -3.44385 0.04673 -0.43743  -0.005
16 C 2.48113 -0.52224 0.36674  -0.148
17 C -0.81583 0.13303 0.07367  0.697
18 C 3.33808 -1.20244 -0.65339  0.089
19 C 4.53290 -0.32831 -1.08716  -0.452
20 C -5.78932 0.38689 -1.82215  -0.238
21 C -3.72321 -1.21393 2.32391  -0.266
22 C 5.68287 -0.96995 -0.94370  -0.456
23 C 5.39743 -1.92426 0.32301  -0.060
24 C -5.85889 -0.03875 -0.55532  -0.187
25 C 0.92357 2.95534 0.33363  -0.039
26 H 4.58633 0.74920 -0.56633  0.230
27 H 4.28877 0.16549 -2.10710  0.234
28 H 1.69198 -1.26478 0.73231  0.171
29 H -3.94342 -1.69265 3.24817  0.228
30 H -2.41164 0.95665 -1.64455  0.219
31 H 5.48408 -1.66922 1.31313  0.177
32 H -0.67298 1.08800 1.82133  0.447
33 H -1.67179 -1.15109 2.42274  0.207
34 H 1.57989 1.28307 1.78610  0.174
35 H 6.64793 -0.61260 -0.68017  0.233
36 H -6.77993 -0.44204 -0.03593  0.218
37 H -6.75676 0.83147 -2.31075  0.231
38 H 6.01521 -1.69719 -1.64631  0.215
39 H 2.99425 -0.16689 1.50967  0.170
40 H 2.72248 -1.54998 -1.25084  0.170
41 H -4.43618 1.39752 -3.23182  0.215
42 H 5.94329 -2.95286 0.19326  0.183
43 H 1.34284 0.31596 -0.76552  0.403
44 H -5.98549 -1.15340 2.07975  0.206

Results
Orbital gap = 7.3 eV
LUMO = -0.62 eV
HOMO = -7.95 eV
Energy = -63603.6456 eV
Relative energy (zero: lowest compared OMol25 entry of this formula, charge and spin) = 326.0 kcal per mole



2.
C18H19ClN2O3 as an isolated structure. Source: OMol25; level of theory: ωB97M-V/def2-TZVPD.

Each line ends with the natural charge from an NBO analysis.
Geometry (Å):
1 Cl 1.72049 -4.19863 -3.08430  0.040
2 O 0.57475 2.14980 -1.70815  -0.638
3 O 1.13709 1.58873 0.34587  -0.495
4 O 0.52913 3.52792 3.20987  -0.505
5 N -0.07124 1.34215 2.92177  -0.727
6 N 0.87308 -1.88503 -4.46787  -0.786
7 C -2.14062 0.36723 -0.82569  -0.189
8 C -1.84871 -0.81819 1.25495  -0.219
9 C 1.93219 -2.35133 -1.07723  -0.206
10 C -2.65983 0.25845 1.96364  0.036
11 C -2.62378 1.57478 -0.29338  -0.176
12 C 0.56541 2.68870 2.49247  0.692
13 C 1.18411 -0.00849 -1.35872  -0.269
14 C 0.85837 2.61438 1.08393  -0.154
15 C 0.83202 -0.29745 -2.59227  -0.270
16 C -1.67458 -0.70082 -0.04827  -0.288
17 C 1.79722 -2.64145 -2.37904  -0.060
18 C -1.89561 1.17780 4.27058  -0.422
19 C 1.63735 -0.88968 -0.65167  -0.076
20 C 1.08740 -1.51340 -3.14356  0.206
21 C -2.69301 0.43453 3.34790  -0.402
22 C -2.83437 1.46300 1.21936  -0.224
23 C 0.86898 1.11991 -0.86991  0.809
24 C -0.53759 1.08646 4.06507  -0.192
25 H 0.06384 3.28211 0.35724  0.252
26 H 0.92659 -1.32878 -5.13095  0.355
27 H 1.95484 3.19562 1.00352  0.207
28 H -2.57409 -0.90363 3.77433  0.127
29 H 1.84548 -0.82977 0.51845  0.224
30 H -0.03845 1.64749 4.91744  0.215
31 H 1.26093 -2.78206 -5.00443  0.397
32 H 0.76533 0.51407 -3.21532  0.252
33 H 0.08047 0.51871 2.21081  0.409
34 H -0.17766 -0.15448 4.46525  0.121
35 H -1.45493 -1.50680 -0.68703  0.219
36 H -2.73442 2.44602 -0.78788  0.210
37 H -2.24624 2.36113 3.89198  0.171
38 H -1.57428 -1.77224 1.98150  0.227
39 H -1.96716 0.31279 -1.78875  0.197
40 H -3.16916 2.43039 1.60260  0.209
41 H -3.88135 0.44451 3.55457  0.238
42 H 2.10008 -3.17552 -0.49973  0.221
43 H -2.60404 1.24633 5.13624  0.268

Results
Orbital gap = 7.9 eV
LUMO = -0.54 eV
HOMO = -8.46 eV
Energy = -40605.2755 eV
Relative energy (zero: lowest compared OMol25 entry of this formula, charge and spin) = 373.3 kcal per mole



3.
One molecule with the formula C18H19ClN2O6S. Source: OMol25; level of theory: ωB97M-V/def2-TZVPD.

Each line ends with the natural charge from an NBO analysis.
Geometry (Å):
1 Cl -5.08196 2.58128 -0.07462  0.021
2 S 1.06374 1.96985 0.90854  2.325
3 O 1.40484 2.56044 2.16046  -0.914
4 O 1.40504 0.60012 0.63595  -0.972
5 O 2.50286 -2.43058 1.84554  -0.598
6 O -3.71735 -2.76767 -0.30667  -0.499
7 O 3.76171 -0.25934 -0.68182  -0.527
8 O 4.10360 1.59114 0.56058  -0.596
9 N 1.65956 2.97113 -0.30354  -0.866
10 N 1.76868 -1.92437 -0.26113  -0.599
11 C -1.72638 -2.11358 -1.34621  -0.253
12 C 1.92913 2.32421 -1.56451  -0.217
13 C 3.78291 1.05854 -0.46657  0.825
14 C -2.81883 1.14546 0.16356  -0.256
15 C -2.36074 -2.63637 -0.21827  0.281
16 C -1.26532 3.40160 0.67196  -0.162
17 C 2.63797 -1.88545 0.77651  0.679
18 C 3.92941 -1.12277 0.43877  -0.182
19 C -1.45784 1.01858 0.38468  -0.114
20 C 3.37854 1.82355 -1.71150  -0.522
21 C -2.62487 3.54055 0.45631  -0.237
22 C 0.40218 -2.21164 -0.22220  0.115
23 C -1.59400 -2.96637 0.89311  -0.307
24 C -4.40979 -3.30724 0.79291  -0.252
25 C -3.39095 2.40931 0.19996  -0.011
26 C -0.22479 -2.76067 0.88899  -0.173
27 C -0.69485 2.14342 0.62878  -0.361
28 C -0.36493 -1.90339 -1.34624  -0.224
29 H 4.04439 2.68288 -1.80858  0.231
30 H -3.42523 0.27607 -0.03593  0.239
31 H 1.23374 1.48397 -1.62622  0.216
32 H 4.72090 -1.83831 0.19548  0.214
33 H 2.05586 -1.38931 -1.07107  0.408
34 H -0.97854 0.05333 0.37177  0.244
35 H -2.04847 -3.38348 1.77731  0.223
36 H 4.21742 -0.53972 1.31816  0.248
37 H -5.45869 -3.32389 0.50067  0.201
38 H 0.36060 -3.00603 1.75878  0.250
39 H -3.09286 4.51187 0.48612  0.233
40 H 3.46510 1.18716 -2.59093  0.235
41 H -4.08048 -4.32724 1.01443  0.177
42 H 0.11131 -1.48440 -2.22169  0.207
43 H 1.70694 3.02634 -2.37513  0.210
44 H -2.32608 -1.87053 -2.20897  0.228
45 H -0.64019 4.25488 0.87810  0.238
46 H -4.29316 -2.68551 1.68672  0.176
47 H 2.42986 3.52218 0.04767  0.416

Results
Orbital gap = 8.5 eV
LUMO = 0.44 eV
HOMO = -8.06 eV
Energy = -57597.4541 eV
SMILES string = COc1ccc(NC(=O)COC(=O)CCNS(=O)(=O)c2ccc(Cl)cc2)cc1
Relative energy (zero: lowest compared OMol25 entry of this formula, charge and spin) = 0.0 kcal per mole